P:
The ion C3H9N2S with charge -1, computed with ωB97M-V/def2-TZVPD.

Structure (ORCA input):
```
! RIJCOSX wB97M-V def2-TZVPD def2/J DEFGRID3
* xyz -1 1
C -0.572 -0.830 -0.083
C 0.161 -2.203 -0.586
S -1.052 -3.394 -1.173
N 0.392 0.183 0.217
C -0.384 1.577 0.261
N 0.628 2.516 0.691
H -0.915 -1.153 0.889
H -1.331 -0.568 -0.853
H 1.002 -1.887 -1.421
H 0.679 -2.699 0.314
H 1.159 0.154 -0.459
H -0.891 1.795 -0.611
H -1.097 1.599 1.126
H 1.485 2.464 0.087
H 0.737 2.445 1.601
*
```

Output
Frontier orbital gap: 5.956 eV
SMILES: NCNCC[S-]
HOMO level: -2.2166 eV


Q:
A cluster of 2 separate species, C3H9N2S in total, computed with ωB97M-V/def2-TZVPD.

Structure (ORCA input):
```
! RIJCOSX wB97M-V def2-TZVPD def2/J DEFGRID3
* xyz -1 1
C 2.374 -0.214 -2.333
N 2.908 -0.561 -1.243
H 2.588 -0.826 -3.212
H 1.692 0.639 -2.363
H 2.473 -0.005 -0.493
C -1.902 0.014 0.957
C -0.775 0.988 1.337
S 0.271 1.414 -0.086
N -1.442 -1.282 0.478
H -2.468 0.470 0.142
H -2.571 -0.093 1.818
H -0.181 0.517 2.132
H -1.245 1.869 1.776
H -1.064 -1.842 1.234
H -0.657 -1.088 -0.144
*
```

Output
Frontier orbital gap: 6.945 eV
HOMO level: -2.7831 eV


Of the structures shown above, Q is the most stable.